[1]
Below is C27H29N5O2RhSSi as an isolated structure in a non-equilibrium geometry, with properties calculated with wB97M-V/def2-TZVPD.

Properties
- Multiplicity: 5
- <S²>: 6.01
- Orbital gap (alpha / beta): 7.083 / 6.097 eV
- LUMO (alpha / beta): -3.217 / -4.498 eV
- Charge: +1
- E_HOMO (alpha / beta): -10.30 / -10.59 eV

Geometry as XYZ:
```
66
C27H29N5O2RhSSi (wB97M-V/def2-TZVPD)
H -1.44 0.80 5.58
H -2.95 3.38 -1.70
H -7.21 3.13 0.79
C 0.60 -4.58 0.12
C 1.27 1.27 -1.54
N 0.39 0.53 -2.25
Si -0.24 0.10 3.54
C -0.69 -3.57 1.86
H 4.96 -1.02 -5.16
C -5.45 2.08 0.20
S 4.52 1.57 -3.91
H -6.55 5.24 -0.32
C -1.76 0.50 4.57
C -4.24 2.15 -0.52
C 6.74 -1.08 -1.80
H 6.23 -3.02 -4.35
H -1.10 -3.57 2.86
C -0.81 -0.15 1.72
C -1.78 -1.32 1.37
C 0.12 -4.61 1.42
C -0.97 -2.53 0.99
H -2.33 1.33 4.15
Rh -0.90 -0.55 -1.09
C 0.91 1.59 3.36
C 6.06 0.08 -2.16
H 1.25 1.94 4.33
H 1.80 1.34 2.78
H -4.39 5.39 -1.54
C 0.76 0.12 -3.47
N 6.78 -2.16 -2.58
O -2.34 1.05 -1.45
N -3.42 0.03 0.30
C -3.88 3.35 -1.15
H 1.48 -1.74 3.59
H 2.27 0.06 -5.00
C 5.40 0.10 -3.38
H -2.43 -0.35 4.68
H -1.32 0.79 1.49
N -0.48 -2.50 -0.27
C 0.27 -3.52 -0.69
H 1.13 -1.09 5.19
C 5.45 -1.02 -4.20
H 3.20 2.18 -1.39
H 7.28 -1.14 -0.87
C 2.01 0.39 -4.00
H 0.02 -0.42 -4.04
C 2.53 1.58 -1.99
H 6.06 0.95 -1.51
C 0.68 -1.39 4.24
O -5.86 0.99 0.86
C -6.28 3.20 0.25
C 2.92 1.13 -3.25
H 0.01 -2.22 4.45
H 0.40 2.42 2.87
C -3.30 1.03 -0.61
H 1.21 -5.39 -0.27
H 0.61 -3.47 -1.72
H 0.91 1.66 -0.59
H -2.47 -1.50 2.20
C -5.90 4.37 -0.37
H 0.38 -5.43 2.08
H -5.16 0.32 0.85
N -2.50 -0.90 0.16
C -4.69 4.46 -1.07
C 6.15 -2.13 -3.74
H 0.10 -0.22 1.10
```

[2]
Below is a 2-piece molecular cluster, C2H6N3O2 overall in a non-equilibrium geometry, with properties calculated with wB97M-V/def2-TZVPD.

Properties
- Orbital gap: 11.939 eV
- LUMO: -3.363 eV
- Charge: +1
- E_HOMO: -15.30 eV

Geometry as XYZ:
```
13
C2H6N3O2 (wB97M-V/def2-TZVPD)
H -1.09 -0.98 -1.23
N 0.77 1.31 0.14
H 1.47 0.73 0.48
H 0.44 -1.84 -0.09
H -1.94 1.20 -1.46
N -1.36 1.56 -0.81
N -0.43 -0.44 -0.72
H 0.75 2.22 0.65
O 0.76 -1.19 -0.68
O 1.61 -3.27 2.61
C -0.38 0.81 -0.31
C 0.91 -2.61 2.02
H -1.51 2.51 -0.61
```

[3]
Below is a 14-piece molecular cluster, C28H42N14 overall in a non-equilibrium geometry, with properties calculated with wB97M-V/def2-TZVPD.

Properties
- Orbital gap: 11.595 eV
- LUMO: 0.366 eV
- Charge: 0
- E_HOMO: -11.23 eV

Geometry as XYZ:
```
84
C28H42N14 (wB97M-V/def2-TZVPD)
H -1.74 -4.67 2.27
H 1.96 -4.18 -0.44
H -6.50 0.87 -5.08
N -4.75 -1.44 -3.79
H 0.64 2.05 1.17
C -4.06 -0.89 -0.08
C -5.60 0.30 -5.50
N -1.42 -3.47 -0.61
C -1.03 -1.42 4.92
H -0.66 3.89 -0.78
C 1.50 2.66 -3.56
H 2.99 -1.72 5.42
H -1.73 0.54 4.74
N 4.34 -1.00 0.89
H -0.73 -3.95 -4.56
H 3.33 -0.81 -2.13
H -0.38 -0.06 -3.19
C -1.61 3.80 -0.25
C 1.10 1.03 1.12
N -3.20 2.60 -1.92
H 1.40 3.84 -5.28
H -4.13 0.20 -0.13
N 1.40 -2.81 -2.38
C 2.90 -1.09 4.55
C -1.45 0.17 -3.28
N -0.92 -0.62 1.08
N -0.21 6.01 1.93
C 0.90 2.95 -4.84
H -1.55 -2.72 -3.64
C 5.64 2.42 2.41
C 4.40 2.97 1.76
C -1.54 -3.63 0.52
H 6.42 3.17 2.31
H 4.53 0.48 -1.86
H 3.84 -0.62 4.22
H -0.08 4.34 4.45
H -2.55 -3.18 2.52
H 1.55 4.79 4.27
C -4.43 -1.31 1.27
C 0.70 4.38 3.75
N 2.14 2.42 -2.63
H 2.42 -1.62 3.68
H 2.92 0.64 -1.30
H 3.78 -4.10 -0.27
C -5.18 -0.67 -4.51
H -3.01 -1.17 -0.32
C 3.70 -0.10 -1.43
H -0.73 -3.25 2.42
H -2.79 -0.65 3.92
H -1.47 3.20 0.65
C -1.65 -3.61 2.00
C 2.86 -4.75 -0.20
N -0.17 -2.17 4.99
N -4.86 -1.72 2.29
C 2.74 -5.37 1.10
H -2.11 4.72 -0.02
H -5.94 -0.20 -6.40
C 0.42 -3.14 -2.86
N -1.73 1.13 -5.66
C 2.14 0.14 4.84
H 1.69 0.88 2.03
C 4.10 -0.61 -0.17
H 5.47 2.12 3.43
H 1.03 2.09 -5.49
H 0.93 3.35 3.35
C -2.52 3.08 -1.15
H -4.65 -1.40 -0.83
N 3.48 3.32 1.14
H 3.04 -5.53 -1.00
N 1.67 1.15 4.98
H -0.17 3.13 -4.70
H 1.67 0.98 0.20
H -1.33 -4.28 -2.79
C 0.01 0.04 1.06
N 2.75 -5.92 2.11
C -0.89 -3.57 -3.48
H -2.70 -0.56 5.71
C -2.17 -0.47 4.80
C -1.56 0.72 -4.61
H 5.85 1.54 1.76
H -4.82 1.04 -5.73
H -1.95 0.86 -2.58
H -1.89 -0.82 -3.31
C 0.18 5.26 2.73
```

[4]
Below is C41H45NP2Pt as an isolated structure in a non-equilibrium geometry, with properties calculated with wB97M-V/def2-TZVPD.

Properties
- Multiplicity: 3
- <S²>: 2.01
- Orbital gap (alpha / beta): 6.984 / 5.037 eV
- LUMO (alpha / beta): 0.350 / -1.694 eV
- Charge: 0
- E_HOMO (alpha / beta): -6.63 / -6.73 eV

Geometry as XYZ:
```
90
C41H45NP2Pt (wB97M-V/def2-TZVPD)
Pt -0.11 0.05 4.94
C -1.35 -1.56 -0.76
H 1.88 2.35 6.87
C -2.14 -3.28 -2.81
C 0.92 0.25 9.14
C -1.02 -2.46 -2.99
H 0.57 -1.81 9.80
C -0.61 2.24 4.87
H -2.02 2.23 2.13
C 1.28 4.03 -2.64
H 0.59 -3.29 7.26
C -0.91 -3.62 -5.61
C 0.76 0.83 7.90
C -2.08 -3.25 -6.29
H 1.54 2.72 8.58
C -1.61 1.35 2.66
C 1.95 0.31 4.81
H 2.44 4.92 -1.06
H -1.04 -0.89 0.04
H 2.31 -0.20 3.91
C -1.93 2.51 5.57
H 0.51 -5.20 -5.27
P 0.02 -2.49 -4.52
C -0.34 -0.82 -5.13
C -2.27 -0.36 4.45
C -0.48 1.76 3.57
H -1.38 -0.74 -5.47
H 2.97 0.43 -9.65
H 4.23 3.20 -1.16
N 0.29 -0.09 7.00
H -3.50 1.43 6.63
C 1.11 2.27 7.66
H -0.67 -6.83 -6.73
H 0.25 -0.99 -2.06
H -1.81 3.38 6.23
H 0.20 2.85 7.44
C 3.38 3.15 -1.84
P 2.15 0.60 -4.78
H -3.63 -3.85 -7.66
C 0.19 -1.24 7.70
H -2.27 -1.41 4.20
H -2.12 -0.86 6.51
C -2.43 1.32 6.42
C 0.55 -1.06 9.02
C -2.76 0.59 3.37
C 0.38 0.31 -5.11
H 4.05 1.32 -2.77
C 2.38 4.11 -1.78
H 2.32 -0.49 -7.45
C 3.02 2.70 -6.51
C -2.73 -4.16 -7.13
H 0.34 2.93 -4.24
H -1.18 0.70 1.89
H 0.27 2.71 5.31
C 2.61 1.37 -6.39
H -0.43 -2.45 6.03
H -1.14 -2.91 7.64
C 3.41 3.21 -7.75
H 3.04 3.35 -5.64
C 2.61 0.56 -7.53
C 3.28 2.10 -2.75
H 3.69 2.80 -9.85
H -3.30 0.01 2.62
C -2.16 -0.03 5.80
H 0.48 1.91 3.08
H -2.46 -3.95 -3.60
H 0.50 4.78 -2.60
C -0.41 -4.92 -5.78
C -0.23 -2.55 7.12
H 2.46 -0.14 5.67
H -2.73 -6.15 -7.94
C 1.19 2.99 -3.56
C 2.19 2.01 -3.62
C -2.47 -2.38 -0.58
H -3.72 -3.89 -1.48
H 3.73 4.25 -7.83
H -3.48 1.30 3.79
H -3.03 -2.35 0.35
H -1.92 1.34 7.39
C 2.98 1.07 -8.77
C -1.07 -5.83 -6.60
H -2.48 -2.25 -6.16
H 2.22 1.37 4.75
H 1.28 0.73 10.04
H -0.11 1.22 -5.46
C 3.39 2.40 -8.88
H -2.69 2.80 4.84
C -2.23 -5.45 -7.28
C -2.85 -3.25 -1.61
C -0.63 -1.61 -1.95
```

Number 1 is which compound? C27H29N5O2RhSSi